(1)
Molecular formula: C35H39BaCl4NO2P
Method: DFT, wB97M-V/def2-TZVPD

Positions of all 83 atoms, in Å:
Ba  -1.039  0.413  1.300
N  -1.407  1.505  4.009
C  -0.605  0.959  5.023
C  -1.230  0.259  6.053
C  -0.494  -0.335  7.064
C  0.887  -0.230  7.060
C  1.505  0.468  6.035
C  0.795  1.072  5.000
C  1.531  1.780  3.913
C  2.553  2.660  4.267
C  3.321  3.266  3.282
C  3.054  2.990  1.951
C  2.008  2.131  1.629
C  1.198  1.488  2.576
H  -2.358  1.682  4.303
H  -1.018  2.332  3.569
H  -2.311  0.181  6.055
H  -1.007  -0.877  7.848
H  1.479  -0.698  7.836
H  2.586  0.545  6.005
H  2.748  2.882  5.312
H  4.111  3.953  3.563
H  3.651  3.454  1.172
H  1.811  1.980  0.569
C  3.071  -0.611  -3.645
C  2.459  0.276  -2.555
C  2.550  1.746  -2.972
C  3.313  0.089  -1.295
P  0.675  -0.120  -2.066
C  0.796  -1.930  -1.795
C  0.624  -2.948  -2.732
C  0.766  -4.279  -2.380
C  1.110  -4.628  -1.081
C  1.300  -3.634  -0.136
C  1.131  -2.305  -0.494
C  -0.483  0.180  -3.515
C  -0.012  -0.160  -4.933
C  -1.742  -0.628  -3.209
C  -0.879  1.666  -3.503
H  4.115  -0.322  -3.799
H  2.562  -0.525  -4.601
H  3.063  -1.660  -3.348
H  3.604  2.027  -3.046
H  2.074  2.406  -2.245
H  2.094  1.925  -3.945
H  4.342  0.375  -1.527
H  3.331  -0.953  -0.969
H  2.970  0.699  -0.463
H  0.358  -2.708  -3.752
H  0.607  -5.050  -3.123
H  1.219  -5.670  -0.809
H  1.558  -3.883  0.885
H  1.281  -1.540  0.264
H  0.314  -1.190  -5.060
H  0.799  0.492  -5.253
H  -0.845  0.003  -5.622
H  -1.592  -1.699  -3.316
H  -2.536  -0.336  -3.901
H  -2.116  -0.456  -2.195
H  -0.054  2.323  -3.773
H  -1.257  1.981  -2.533
H  -1.665  1.802  -4.249
Cl  -0.221  5.035  0.460
C  -1.905  4.544  0.259
Cl  -2.433  4.874  -1.407
Cl  -2.923  5.462  1.365
C  -1.977  3.017  0.523
O  -2.532  2.595  1.544
O  -1.400  2.296  -0.302
Cl  -4.777  -2.512  -3.680
C  -4.102  -2.417  -2.065
C  -3.056  -3.255  -1.701
C  -2.484  -3.152  -0.457
C  -2.953  -2.233  0.529
C  -2.399  -2.114  1.810
C  -4.018  -1.388  0.094
C  -4.573  -1.475  -1.164
H  -2.685  -3.991  -2.405
H  -1.682  -3.838  -0.199
H  -1.685  -2.849  2.165
H  -3.057  -1.731  2.584
H  -4.430  -0.668  0.794
H  -5.382  -0.815  -1.451

Output
HOMO-LUMO gap (eV): 5.802
Energy relative to the best compared isomer or geometry (same formula, charge and spin) (kJ/mol): 4.85
LUMO energy (eV): 2.38
Charge: -1

(2)
Molecular formula: C35H39Br51N2PS2
Method: DFT, wB97M-V/def2-TZVPD

Positions of all 130 atoms, in Å:
C  2.089  -2.027  -0.321
P  3.883  -1.537  -0.568
C  4.042  -1.782  -2.375
N  4.117  0.072  -0.354
C  3.774  0.500  0.978
C  2.385  1.170  1.029
C  1.786  1.229  2.451
S  0.188  0.348  2.552
C  -0.960  1.314  1.576
S  -2.041  2.217  2.364
N  -0.884  1.161  0.163
C  -0.285  2.268  -0.550
C  0.589  1.965  -1.578
C  1.117  2.976  -2.365
C  0.845  4.323  -2.152
C  -0.038  4.629  -1.108
C  -0.586  3.610  -0.330
C  -2.138  0.753  -0.438
C  -2.340  -0.612  -0.583
C  -3.514  -1.102  -1.144
C  -4.492  -0.211  -1.571
C  -4.288  1.156  -1.416
C  -3.122  1.650  -0.848
H  2.025  -3.114  -0.318
H  1.742  -1.673  0.646
H  1.396  -1.642  -1.084
H  4.966  -1.294  -2.684
H  4.114  -2.841  -2.599
H  3.232  -1.314  -2.937
H  4.493  1.278  1.279
H  3.788  -0.324  1.717
H  1.746  0.581  0.385
H  2.444  2.165  0.605
H  1.581  2.242  2.786
H  2.414  0.703  3.163
H  0.843  0.936  -1.789
H  1.779  2.713  -3.176
H  1.304  5.050  -2.794
H  -0.340  5.639  -0.922
H  -1.294  3.884  0.438
H  -1.566  -1.288  -0.253
H  -3.625  -2.163  -1.253
H  -5.393  -0.605  -2.016
H  -5.053  1.840  -1.749
H  -2.964  2.708  -0.746
C  -2.704  -6.606  -0.732
Br  -1.999  -5.198  0.391
Br  -4.295  -7.359  0.035
Br  -2.972  -6.045  -2.550
H  -1.965  -7.388  -0.755
C  3.567  -0.143  -6.518
Br  2.431  0.648  -5.177
Br  5.107  0.950  -6.874
Br  4.067  -1.942  -6.066
H  2.990  -0.196  -7.429
C  3.732  6.274  0.915
Br  2.408  4.916  0.620
Br  5.493  5.567  0.601
Br  3.395  7.850  -0.139
H  3.682  6.566  1.953
C  1.407  4.205  -7.563
Br  0.291  5.152  -8.817
Br  3.270  4.516  -7.907
Br  0.932  4.613  -5.749
H  1.224  3.150  -7.712
C  7.340  2.416  -10.092
Br  6.046  3.656  -10.791
Br  7.898  2.908  -8.317
Br  6.688  0.611  -10.146
H  8.210  2.466  -10.729
C  -2.569  5.560  4.879
Br  -3.902  4.185  4.700
Br  -0.798  4.916  4.509
Br  -2.996  7.097  3.798
H  -2.583  5.881  5.910
C  0.461  -8.232  1.449
Br  0.418  -9.424  -0.068
Br  0.570  -9.215  3.101
Br  1.861  -6.939  1.293
H  -0.475  -7.692  1.469
C  -1.338  1.315  -6.075
Br  -2.664  2.510  -6.802
Br  -0.699  1.933  -4.375
Br  -1.987  -0.495  -5.976
H  -0.501  1.309  -6.761
C  -6.529  0.858  -6.456
Br  -5.608  0.150  -7.989
Br  -8.355  0.248  -6.384
Br  -5.588  0.482  -4.823
H  -6.558  1.932  -6.570
C  0.718  -3.371  4.341
Br  -0.155  -1.866  5.158
Br  -0.201  -4.114  2.817
Br  2.539  -2.954  3.881
H  0.744  -4.153  5.086
C  -2.229  1.686  7.950
Br  -2.020  3.556  8.375
Br  -4.076  1.223  7.668
Br  -1.124  1.159  6.475
H  -1.898  1.131  8.815
C  -5.744  -8.549  3.995
Br  -6.777  -7.042  4.607
Br  -6.563  -9.390  2.469
Br  -3.926  -8.062  3.636
H  -5.737  -9.271  4.797
C  1.431  -2.487  9.117
Br  1.704  -0.617  9.479
Br  -0.424  -2.876  8.806
Br  2.532  -3.100  7.666
H  1.728  -3.034  10.000
C  -0.785  8.847  -3.109
Br  -2.154  9.391  -1.869
Br  0.620  10.161  -3.231
Br  -0.095  7.108  -2.676
H  -1.245  8.784  -4.084
C  7.595  2.307  0.976
Br  7.379  1.337  -0.656
Br  7.541  1.143  2.506
Br  9.212  3.382  0.969
H  6.762  2.988  1.066
C  -0.870  -7.070  9.772
Br  -0.648  -6.695  7.904
Br  -1.138  -8.947  10.096
Br  0.595  -6.376  10.810
H  -1.763  -6.558  10.099
C  -7.131  -4.718  1.472
Br  -8.235  -3.254  2.057
Br  -7.895  -5.617  -0.050
Br  -5.325  -4.168  1.137
H  -7.103  -5.435  2.279

Output
HOMO-LUMO gap (eV): 3.250
Energy relative to the best compared isomer or geometry (same formula, charge and spin) (kJ/mol): 0.00
LUMO energy (eV): 0.89
Charge: -1

(3)
Molecular formula: C35H39CeClN4O4
Method: DFT, wB97M-V/def2-TZVPD

Positions of all 84 atoms, in Å:
Ce  0.128  -0.074  -1.384
Cl  2.205  -0.255  -2.839
N  0.716  2.320  -1.560
N  0.503  -2.507  -1.090
C  -0.288  3.058  -2.042
C  -0.355  -3.212  -1.826
C  1.773  3.245  -1.086
C  1.031  4.585  -1.032
C  2.897  3.306  -2.111
C  2.305  2.814  0.269
H  2.534  3.758  -3.043
H  3.253  2.294  -2.322
H  3.714  3.923  -1.718
H  1.494  2.777  1.001
H  3.056  3.533  0.610
H  2.774  1.823  0.195
C  1.475  -3.451  -0.473
C  1.068  -4.802  -1.077
C  1.323  -3.457  1.039
C  2.906  -3.103  -0.853
H  3.014  -3.074  -1.938
H  3.587  -3.857  -0.438
H  3.183  -2.118  -0.458
H  0.275  -3.615  1.322
H  1.660  -2.506  1.469
H  1.932  -4.267  1.470
O  -0.132  -4.520  -1.884
H  0.784  -5.565  -0.332
H  1.804  -5.227  -1.761
O  -0.177  4.368  -1.867
H  1.557  5.440  -1.472
H  0.679  4.845  -0.023
C  -1.474  2.480  -2.698
C  -1.512  -2.625  -2.535
C  -1.079  -1.369  -3.382
H  -2.249  -2.320  -1.785
H  -1.951  -3.361  -3.206
C  -1.214  -0.091  -2.937
C  -1.070  1.159  -3.443
H  -1.209  -0.149  -0.154
C  -0.525  1.126  -4.747
C  -0.262  -0.161  -5.272
C  -0.168  2.402  -5.415
C  -0.519  -1.423  -4.663
H  0.223  -0.190  -6.174
C  -0.145  -2.743  -5.228
H  0.156  -2.587  -6.225
H  -0.998  -3.411  -5.156
H  0.674  -3.148  -4.643
H  -0.987  3.107  -5.313
H  0.031  2.177  -6.426
H  0.717  2.807  -4.943
H  -1.877  3.184  -3.423
H  -2.230  2.278  -1.932
O  -1.399  2.907  0.626
C  -1.287  1.879  1.356
N  -1.730  1.720  2.643
C  -1.358  0.432  3.157
C  -1.129  -0.336  1.873
O  -1.288  -1.533  1.604
N  -0.735  0.642  0.998
C  0.034  0.462  3.763
C  0.702  -0.742  3.982
C  1.983  -0.732  4.529
C  2.598  0.487  4.840
C  1.929  1.691  4.594
C  0.644  1.685  4.048
C  -2.461  -0.164  3.971
C  -2.255  -0.501  5.303
C  -3.340  -0.913  6.074
C  -4.613  -0.989  5.505
C  -4.805  -0.668  4.156
C  -3.722  -0.261  3.376
H  -2.039  2.531  3.168
H  0.205  -1.690  3.722
H  2.492  -1.682  4.717
H  3.595  0.500  5.279
H  2.386  2.650  4.830
H  0.114  2.620  3.862
H  -1.246  -0.417  5.726
H  -3.167  -1.162  7.120
H  -5.461  -1.296  6.117
H  -5.795  -0.728  3.699
H  -3.861  -0.011  2.317

Output
Expectation value of S²: 0.75
HOMO-LUMO gap (alpha / beta) (eV): 3.793 / 3.679
2S+1: 2
LUMO energy (alpha / beta) (eV): 2.58 / 2.58
Charge: -1

(4)
Molecular formula: C35H39ClCsGe2N7O4S2
Method: DFT, wB97M-V/def2-TZVPD

Positions of all 91 atoms, in Å:
Cs  0.712  -1.463  -0.538
N  1.619  3.287  2.863
C  1.747  2.087  2.215
S  1.481  1.890  0.580
N  2.058  1.027  3.088
N  2.293  -0.134  2.505
C  2.654  -1.175  3.234
C  3.064  -2.415  2.638
C  3.410  -3.462  3.519
C  3.853  -4.671  2.979
C  4.020  -4.746  1.585
C  3.645  -3.676  0.776
N  3.104  -2.556  1.281
H  1.638  4.089  2.229
H  2.141  3.368  3.737
H  2.710  -1.075  4.344
H  3.274  -3.305  4.581
H  4.083  -5.533  3.598
H  4.390  -5.609  1.091
H  3.808  -3.700  -0.307
C  -1.172  3.052  -1.804
C  -1.796  2.024  -2.751
Ge  -2.491  0.485  -1.691
C  -2.392  -1.202  -2.730
C  -3.534  -1.287  -3.732
C  -4.385  0.851  -1.184
C  -4.454  0.972  0.150
Ge  -2.616  0.377  0.805
C  -1.836  1.821  1.984
C  -2.841  2.812  2.514
C  -2.868  -1.209  1.998
C  -4.159  -2.011  1.835
C  -5.522  1.504  0.970
C  -6.412  2.431  0.379
C  -7.444  3.002  1.121
C  -7.625  2.645  2.466
C  -6.750  1.717  3.028
C  -5.694  1.145  2.305
H  -0.580  3.773  -2.348
H  -0.507  2.575  -1.088
H  -1.948  3.595  -1.236
H  -1.013  1.612  -3.429
H  -2.599  2.446  -3.350
H  -2.418  -2.081  -2.059
H  -1.400  -1.188  -3.185
H  -4.491  -1.491  -3.185
H  -3.367  -2.106  -4.436
H  -3.736  -0.371  -4.312
H  -5.280  0.884  -1.850
H  -1.011  2.258  1.439
H  -1.399  1.185  2.758
H  -3.495  3.270  1.775
H  -2.316  3.652  2.951
H  -3.495  2.400  3.301
H  -2.725  -0.846  3.020
H  -1.999  -1.851  1.787
H  -4.732  -1.763  0.915
H  -4.830  -1.930  2.671
H  -3.929  -3.077  1.763
H  -6.269  2.701  -0.651
H  -8.124  3.689  0.645
H  -8.428  3.054  3.094
H  -6.914  1.438  4.080
H  -5.026  0.421  2.827
O  3.335  -2.975  -5.743
C  4.343  -2.131  -5.521
O  5.352  -2.148  -6.203
C  4.164  -1.172  -4.374
C  5.197  -0.498  -3.738
Cl  6.870  -0.549  -3.954
N  4.749  0.062  -2.583
N  3.395  -0.172  -2.386
C  3.023  -0.776  -3.510
C  1.562  -1.192  -3.697
O  1.417  -2.430  -3.937
O  0.705  -0.301  -3.601
C  5.447  0.820  -1.610
C  4.995  0.655  -0.271
C  5.588  1.300  0.800
C  6.634  2.249  0.556
C  6.956  2.516  -0.765
C  6.405  1.791  -1.863
H  2.545  -2.856  -5.067
H  4.160  -0.011  -0.075
H  5.294  1.030  1.792
H  7.115  2.776  1.374
H  7.703  3.277  -1.008
H  6.742  1.960  -2.901
S  -1.166  -6.185  2.421
C  -1.148  -4.839  1.479
N  -1.066  -3.805  0.833

Output
HOMO-LUMO gap (eV): 6.285
Energy relative to the best compared isomer or geometry (same formula, charge and spin) (kJ/mol): 0.00
LUMO energy (eV): 3.69
Charge: -2

(5)
Molecular formula: C35H39FN4O9S3Ti
Method: DFT, wB97M-V/def2-TZVPD

Positions of all 92 atoms, in Å:
Ti  -1.072  -0.644  -1.566
N  -2.951  -2.288  0.154
C  -2.709  -3.087  1.343
C  -1.409  -3.863  1.210
C  -0.139  -3.001  1.147
C  0.538  -3.001  -0.224
N  -0.143  -2.248  -1.259
H  -3.783  -1.723  0.270
H  -3.085  -2.867  -0.672
H  -3.518  -3.804  1.554
H  -2.649  -2.408  2.198
H  -1.480  -4.476  0.303
H  -1.347  -4.563  2.050
H  0.592  -3.374  1.871
H  -0.350  -1.966  1.433
H  0.650  -4.041  -0.554
H  1.547  -2.595  -0.104
H  -0.645  -2.829  -1.934
H  1.353  -1.570  -2.328
O  6.340  1.417  -3.818
C  6.225  0.232  -3.453
O  7.120  -0.598  -3.160
C  4.789  -0.289  -3.273
C  4.577  -1.662  -2.914
C  3.334  -2.088  -2.596
N  2.274  -1.233  -2.603
C  2.402  0.080  -3.048
C  3.693  0.529  -3.384
C  1.251  0.946  -2.976
O  1.196  2.073  -3.441
O  0.212  0.428  -2.268
H  5.431  -2.322  -2.873
H  3.112  -3.103  -2.293
H  3.834  1.562  -3.673
C  -7.029  2.542  1.694
C  -5.703  3.260  1.929
C  -5.564  3.609  3.404
C  -4.256  4.331  3.663
C  -3.105  3.507  3.154
C  -1.850  3.617  3.766
C  -0.809  2.847  3.295
F  0.390  2.956  3.914
C  -0.938  1.984  2.233
C  -2.187  1.877  1.591
C  -2.347  1.051  0.440
O  -1.290  0.433  -0.068
C  -3.623  1.021  -0.189
C  -4.656  1.719  0.345
N  -4.558  2.456  1.498
C  -3.287  2.630  2.096
C  -3.926  0.255  -1.455
O  -5.060  0.248  -1.905
O  -2.940  -0.399  -1.993
H  -7.826  3.109  2.177
H  -6.997  1.543  2.132
H  -7.285  2.448  0.641
H  -5.710  4.201  1.357
H  -5.602  2.684  3.988
H  -6.418  4.224  3.697
H  -4.125  4.528  4.729
H  -4.275  5.306  3.162
H  -1.700  4.289  4.601
H  -0.104  1.370  1.922
H  -5.608  1.683  -0.156
C  8.509  0.632  1.944
C  7.038  0.421  1.697
C  6.560  0.183  0.410
C  5.205  0.009  0.181
C  4.318  0.089  1.245
C  4.766  0.319  2.533
C  6.128  0.480  2.751
S  2.554  -0.099  0.958
C  2.333  1.468  0.111
O  1.879  0.051  2.285
H  9.093  0.369  1.063
H  8.859  0.029  2.784
H  8.716  1.679  2.180
H  7.240  0.141  -0.433
H  4.857  -0.181  -0.828
H  4.041  0.376  3.336
H  6.491  0.662  3.758
H  2.599  2.257  0.815
H  1.284  1.531  -0.176
H  2.970  1.497  -0.772
C  -3.293  -4.195  -5.851
O  -2.511  -3.054  -5.536
C  -2.121  -2.854  -4.258
S  -2.612  -3.907  -3.042
S  -1.231  -1.423  -4.101
H  -3.468  -4.133  -6.924
H  -4.239  -4.186  -5.309
H  -2.762  -5.115  -5.605

Output
Expectation value of S²: 2.05
HOMO-LUMO gap (alpha / beta) (eV): 4.322 / 6.775
2S+1: 3
Energy relative to the best compared isomer or geometry (same formula, charge and spin) (kJ/mol): 225.51
LUMO energy (alpha / beta) (eV): 3.62 / 3.60
Charge: -2

Q: Look up the charge of the first one.
A: -1

Q: Which formula does entry 3 have?
A: C35H39CeClN4O4